Run i
Computed, not measured: a cluster of 10 separate species, H19O10 in total, with ωB97M-V with the def2-TZVPD basis set.

Each line ends with the natural charge from an NBO analysis.
Element x y z (Å)
O: -2.7350 21.2690 14.0270  -1.208
H: -2.1060 21.1770 14.7580  0.462
O: -4.9790 22.2780 13.0700  -0.974
H: -4.1750 21.9670 13.5860  0.493
H: -5.5630 22.5430 13.7980  0.447
O: -3.1820 19.3670 16.3430  -0.955
H: -3.0580 19.6530 15.4220  0.485
H: -2.3040 19.0070 16.4700  0.456
O: -1.4120 19.1850 13.3180  -1.005
H: -1.8850 20.0380 13.5380  0.484
H: -2.1640 18.5710 13.1220  0.467
O: -3.3730 23.2530 15.5470  -1.027
H: -3.2000 22.4130 15.0300  0.496
H: -3.1670 23.9740 14.9440  0.476
O: -4.2930 19.1290 13.8060  -0.991
H: -5.2030 19.3770 13.9550  0.464
H: -3.8140 19.9710 13.8600  0.492
O: -0.1590 23.5200 14.2900  -0.954
H: -0.4470 24.4080 14.5810  0.453
H: -0.4920 22.9850 15.0060  0.480
O: -0.9890 22.0900 16.4700  -0.974
H: -0.6790 22.0900 17.3840  0.480
H: -1.8440 22.4270 16.5910  0.507
O: 0.8960 20.6040 14.6420  -0.935
H: 0.1450 20.9160 15.1220  0.474
H: 1.5260 21.2660 14.6270  0.458
O: -2.1160 22.8940 12.1480  -0.999
H: -2.3250 22.2250 12.8610  0.494
H: -1.2000 22.5820 11.9920  0.452

Computed properties:
**Gap between HOMO and LUMO**: 9.1 eV
**HOMO**: -6.3 eV
**Total charge**: -1

---

Run ii
Computed, not measured: a cluster of 10 separate species, H19O10 in total, with ωB97M-V with the def2-TZVPD basis set.

Each line ends with the natural charge from an NBO analysis.
Element x y z (Å)
O: 0.3528 -0.3091 -0.3365  -1.265
H: 0.1468 -0.0026 0.5449  0.432
O: 2.3621 1.5653 -0.4707  -0.939
H: 2.4155 1.4492 0.3888  0.452
H: 1.8496 0.8575 -0.4018  0.475
O: 2.0122 -1.0032 -2.2525  -0.982
H: 1.3130 -0.9018 -1.6749  0.493
H: 2.9643 -1.2240 -1.7879  0.476
O: 0.6208 1.8679 2.2566  -0.972
H: 0.2894 1.7734 3.2334  0.473
H: -0.0926 2.0432 1.6806  0.496
O: -1.0221 1.5782 -1.4838  -1.021
H: -0.5106 2.2902 -1.9050  0.495
H: -0.5318 0.8205 -1.0172  0.520
O: -1.8350 2.6964 0.7510  -1.044
H: -1.5472 2.2565 -0.1745  0.504
H: -2.7357 2.9712 0.7040  0.461
O: 0.4310 -2.8542 -0.2892  -0.929
H: -0.0759 -3.3049 -0.9905  0.456
H: 0.2190 -2.0704 -0.3727  0.458
O: -1.9914 -1.1252 1.3679  -0.948
H: -2.7529 -1.4202 0.7747  0.457
H: -1.3852 -0.6528 0.8087  0.477
O: -1.9247 -1.5533 -1.6642  -0.936
H: -1.2878 -0.9301 -1.5563  0.485
H: -2.6865 -1.2316 -1.3623  0.445
O: 2.1446 -0.9882 1.8363  -0.963
H: 1.8566 -1.8391 2.1555  0.462
H: 1.4016 -0.7586 1.2379  0.483

Computed properties:
**Gap between HOMO and LUMO**: 9.7 eV
**HOMO**: -6.5 eV
**Total charge**: -1

---

What should be chosen as the least stable of them? Choose run ii.

---

Run i
Computed, not measured: a cluster of 2 separate species, C6H15NO in total, with ωB97M-V with the def2-TZVPD basis set.

Each line ends with the natural charge from an NBO analysis.
Element x y z (Å)
C: -1.6636 2.1520 0.1221  -0.417
C: -0.4613 1.6938 0.4738  0.032
C: 0.2261 1.9645 1.7973  -0.660
C: 0.4416 1.1261 -0.5784  -0.436
C: 0.6595 -0.4423 -0.3863  -0.418
C: -0.6312 -1.1644 -0.7133  -0.243
N: -0.7448 -2.3652 0.1617  -0.831
H: -2.2034 1.9938 -0.7964  0.204
H: -2.2036 2.7272 0.8824  0.186
H: 0.9804 1.2364 1.9432  0.218
H: -0.5823 2.1679 2.5518  0.225
H: 0.6661 2.9674 1.7057  0.226
H: -0.1667 1.0914 -1.5220  0.199
H: 1.3099 1.7147 -0.8103  0.223
H: 0.8719 -0.5436 0.6836  0.192
H: 1.5791 -0.6630 -0.9554  0.219
H: -1.4463 -0.4591 -0.5800  0.185
H: -0.6772 -1.5553 -1.7259  0.194
H: -1.6334 -2.8320 0.0037  0.356
H: -0.8162 -2.0392 1.1272  0.345
O: 2.2591 -3.1452 -1.4608  -0.936
H: 1.4908 -2.5757 -1.2916  0.473
H: 2.7455 -3.0502 -0.6323  0.464

Computed properties:
**Structure (SMILES)**: C=C(C)CCCN.O
**Gap between HOMO and LUMO**: 10.2 eV
**HOMO**: -9.4 eV
**Total charge**: 0

---

Run ii
Computed, not measured: a structure of composition C6H15NO, with ωB97M-V with the def2-TZVPD basis set.

Each line ends with the natural charge from an NBO analysis.
Element x y z (Å)
C: 1.2151 0.2394 -0.1594  0.459
C: 1.1006 -0.4624 1.1641  -0.685
C: 2.0018 1.5201 -0.1916  -0.676
N: 1.3256 -0.5704 -1.2254  -0.793
C: -0.8003 1.0546 -0.3076  -0.522
C: -1.3987 1.5419 0.7829  -0.339
H: 0.6057 -1.3206 -1.2396  0.456
H: 1.4660 -0.1234 -2.1211  0.378
H: -0.7895 1.6804 -1.2022  0.184
H: 2.0676 -0.9226 1.3909  0.231
H: 1.8782 2.0402 -1.1419  0.224
H: 0.8544 0.2389 1.9567  0.224
H: 0.3477 -1.2467 1.1129  0.248
H: 1.6930 2.1807 0.6139  0.237
H: 3.0633 1.2833 -0.0643  0.236
H: -1.9040 2.5041 0.8076  0.187
H: -1.4294 0.9768 1.7102  0.179
C: -2.0816 -2.0882 -0.2323  -0.234
O: -1.1062 -1.4614 -1.0089  -0.856
H: -0.9878 -0.2385 -0.6110  0.412
H: -2.8228 -1.3737 0.1653  0.151
H: -1.6622 -2.6307 0.6329  0.136
H: -2.6365 -2.8218 -0.8321  0.165

Computed properties:
**Gap between HOMO and LUMO**: 8.2 eV
**HOMO**: -8.0 eV
**Total charge**: 0

---

Run iii
Computed, not measured: a structure of composition C6H15NO, with ωB97M-V with the def2-TZVPD basis set.

Each line ends with the natural charge from an NBO analysis.
Element x y z (Å)
C: -0.3874 1.1013 -2.1835  -0.436
C: -1.1160 0.0595 1.9880  -0.672
N: -0.2693 1.5513 -0.8174  -0.378
C: -0.4821 -0.5581 0.7846  -0.045
C: -1.0437 -1.4987 0.0313  -0.428
O: -1.4732 2.2594 -0.5058  -0.611
H: -1.1624 3.0995 -0.1466  0.467
H: -1.2277 0.4087 -2.3403  0.166
H: -0.4992 1.9611 -2.8500  0.199
H: 0.5367 0.5794 -2.4329  0.189
H: -1.3938 -0.6994 2.7204  0.227
H: -1.9931 0.6439 1.7111  0.245
H: -0.4437 0.7511 2.4990  0.217
H: -0.5489 -1.9679 -0.8038  0.204
H: -2.0415 -1.8477 0.2545  0.206
C: 1.3475 -0.4835 0.8846  -0.387
C: 2.0810 -1.2246 -0.2055  -0.634
H: 1.7219 -2.2509 -0.2860  0.214
H: 1.6947 0.5395 1.0348  0.217
H: 1.4676 -0.9743 1.8495  0.218
H: 0.1316 0.5628 -0.0339  0.385
H: 3.1490 -1.2744 0.0194  0.224
H: 1.9519 -0.7381 -1.1713  0.212

Computed properties:
**Gap between HOMO and LUMO**: 8.5 eV
**HOMO**: -7.6 eV
**Total charge**: 0

---

What should be chosen as the least stable of them? Choose run iii.

---

Run i
Computed, not measured: a structure of composition C6H15NO, with ωB97M-V with the def2-TZVPD basis set.

Each line ends with the natural charge from an NBO analysis.
Element x y z (Å)
C: 2.0381 0.6353 0.2373  -0.267
C: 0.7857 -1.9425 -0.3602  -0.696
C: 0.4188 -0.5022 -0.6049  0.386
N: 2.1497 1.7471 -0.6144  -0.809
O: 0.2169 -0.0118 -1.7153  -0.704
H: 1.9036 1.4922 -1.5704  0.392
H: 1.5471 2.5113 -0.3354  0.364
H: 2.7678 -0.1427 0.0236  0.198
H: 2.0628 0.8969 1.2957  0.200
H: 0.0081 -2.5994 -0.7513  0.235
H: 0.9330 -2.1440 0.7024  0.214
H: 1.7095 -2.1661 -0.8991  0.227
C: -1.0642 -0.0399 0.6627  -0.265
C: -2.1489 -0.9525 0.1380  -0.632
C: -1.3790 1.4270 0.4597  -0.648
H: -0.7888 -0.2848 1.6924  0.194
H: 0.5494 0.2030 0.4296  0.319
H: -3.1180 -0.6878 0.5769  0.211
H: -2.2353 -0.8535 -0.9476  0.226
H: -1.3608 1.6585 -0.6096  0.234
H: -1.9612 -2.0001 0.3777  0.209
H: -2.3729 1.6784 0.8448  0.217
H: -0.6613 2.0776 0.9674  0.198

Computed properties:
**Gap between HOMO and LUMO**: 8.3 eV
**HOMO**: -7.5 eV
**Total charge**: 0

---

Run ii
Computed, not measured: a cluster of 2 separate species, C6H15NO in total, with ωB97M-V with the def2-TZVPD basis set.

Each line ends with the natural charge from an NBO analysis.
Element x y z (Å)
C: 2.4521 0.9189 2.3105  -0.601
C: 1.8129 1.6298 1.1098  -0.505
C: 0.4831 1.2392 0.9094  0.642
N: -0.5569 2.0966 1.1605  -0.815
O: 0.3706 0.3613 0.0503  -0.630
H: 2.8988 -0.0656 1.8862  0.214
H: 1.7182 0.5453 3.0098  0.210
H: 3.2288 1.3438 2.8695  0.215
H: 2.0409 2.6488 1.4038  0.214
H: 2.4247 1.5638 0.1044  0.244
H: -1.4706 1.6768 0.9452  0.417
H: -0.3612 2.9050 1.7480  0.401
C: -2.5843 -1.3097 -1.4229  -0.610
C: -1.2682 -1.4135 -2.1918  -0.400
C: -0.0908 -1.9148 -1.3405  -0.622
H: -2.6366 -2.2665 -0.9482  0.195
H: -3.4468 -1.0415 -2.1097  0.203
H: -2.7548 -0.5923 -0.5334  0.192
H: -1.5595 -1.8792 -3.2282  0.196
H: -0.9365 -0.3678 -2.4415  0.195
H: -0.5839 -2.1214 -0.4125  0.194
H: 0.1968 -2.8552 -1.6584  0.197
H: 0.6231 -1.1019 -1.2202  0.254

Computed properties:
**Structure (SMILES)**: CCC(N)=O.CCC
**Gap between HOMO and LUMO**: 10.5 eV
**HOMO**: -9.8 eV
**Total charge**: 0

---

Run iii
Computed, not measured: a cluster of 2 separate species, C6H15NO in total, with ωB97M-V with the def2-TZVPD basis set.

Each line ends with the natural charge from an NBO analysis.
Element x y z (Å)
C: -0.5409 1.5478 -2.3554  -0.441
C: -0.0843 0.2974 -2.4754  -0.142
C: -0.1149 -0.7170 -1.3705  -0.459
C: -0.7652 -0.0761 0.0115  -0.397
C: -0.6591 -1.0575 1.2566  -0.037
C: 0.7839 -1.3160 1.5550  -0.647
N: -1.1479 -0.4664 2.5498  -0.818
H: -0.4321 2.0805 -3.2984  0.198
H: -0.7291 2.1320 -1.4536  0.191
H: 0.2633 0.0112 -3.4720  0.201
H: 0.9556 -0.8624 -1.0989  0.233
H: -0.7087 -1.5097 -1.3732  0.213
H: -0.1266 0.7502 0.2668  0.184
H: -1.7729 0.1470 -0.1525  0.194
H: -1.3321 -1.9751 1.0083  0.181
H: 1.2991 -1.9503 0.9207  0.213
H: 0.8325 -1.4875 2.6670  0.226
H: 1.2737 -0.3607 1.5124  0.218
H: -2.0240 -0.0632 2.4927  0.347
H: -0.5030 0.4361 2.6734  0.330
O: 1.8087 1.1341 -0.0397  -0.965
H: 1.1088 1.7837 -0.2260  0.485
H: 2.6154 1.5219 0.4013  0.490

Computed properties:
**Structure (SMILES)**: C=CCC[C@@H](C)N.O
**Gap between HOMO and LUMO**: 9.9 eV
**HOMO**: -9.3 eV
**Total charge**: 0

---

What should be chosen as the least stable of them? Choose run i.